<1>
Density functional theory data (ωB97M-V/def2-TZVPD) for a cluster of 2 separate species, C5H7N3O2 in total.

ORCA input file:
```
! RIJCOSX wB97M-V def2-TZVPD def2/J DEFGRID3
* xyz 0 1
C 0.76825 -1.79174 0.32609
C 0.54705 -2.94522 1.11283
C 0.06667 -0.83093 0.94290
C -1.21655 1.20566 -1.23776
C 0.10175 1.86141 -0.89227
N -0.31363 -2.65853 2.11049
N -0.60661 -1.33077 1.93991
N -0.71322 1.38921 0.14479
O 0.40880 3.19978 -0.95558
O 1.21098 1.07396 -1.13420
H 1.42225 -1.73089 -0.56455
H 1.02942 -3.84578 0.94205
H -2.13165 1.65298 -1.79155
H -0.84698 0.25636 -1.65274
H -1.32090 -0.73192 2.48288
H -0.29910 3.51986 -0.41393
H 1.89346 1.70656 -1.35935
*
```

Orbital gap = 7.6 eV
E_LUMO = -1.7 eV

<2>
Density functional theory data (ωB97M-V/def2-TZVPD) for a cluster of 2 separate species, C5H7N3O2 in total.

ORCA input file:
```
! RIJCOSX wB97M-V def2-TZVPD def2/J DEFGRID3
* xyz 0 1
C -1.47255 -0.71974 -0.37926
C -1.62728 0.47136 0.46876
O -2.99985 1.03160 0.44250
C -2.04064 1.75648 -0.13526
O -1.84631 2.76208 -0.67297
H -0.46909 -1.05695 -0.27106
H -2.12165 -1.49228 -0.05372
H -1.50321 -0.73732 -1.41681
H -1.17644 0.54081 1.39427
C 2.97034 0.61088 -0.03746
C 1.77832 -0.08396 0.35265
N 0.79781 0.81401 0.57899
N 1.31054 1.94032 0.18436
N 2.61360 1.91548 0.01987
H 3.94997 0.32295 -0.24226
H 1.79782 -1.11431 0.50643
H 0.63106 2.70662 0.30645
*
```

Orbital gap = 10.6 eV
E_LUMO = 0.8 eV

<3>
Density functional theory data (ωB97M-V/def2-TZVPD) for a structure of composition C5H7N3O2.

ORCA input file:
```
! RIJCOSX wB97M-V def2-TZVPD def2/J DEFGRID3
* xyz 0 1
O 0.60054 -2.10845 1.58024
C 0.51000 -0.88077 1.48899
N 1.09991 0.07185 2.27122
C 0.75461 1.34650 1.83929
C -0.03422 1.19742 0.75324
N -0.22290 -0.17148 0.56519
C -0.99912 -0.79580 -0.46459
C -0.36148 -0.78093 -1.81797
N 0.67078 -1.15725 -2.38307
H 1.74116 -0.15712 3.01948
H 1.06813 2.24059 2.36576
H -0.49989 1.93399 0.10766
H -1.16597 -1.84729 -0.18816
H -1.98171 -0.30818 -0.53619
O -0.70964 0.48979 -2.92480
H -1.06918 1.19156 -2.36210
H 0.59897 -0.26442 -3.31421
*
```

Orbital gap = 9.1 eV
E_LUMO = 0.6 eV

Pick <3>: it beats the second-best structure by 0.0265 hartree.

<1>
Density functional theory data (ωB97M-V/def2-TZVPD) for a cluster of 2 separate species, C3H5F2NS in total.

ORCA input file:
```
! RIJCOSX wB97M-V def2-TZVPD def2/J DEFGRID3
* xyz 0 1
C -1.55579 0.27083 -0.07369
C 1.58783 -1.10139 -0.81696
C 2.05685 -0.13014 0.00785
N -2.08495 -0.18043 1.05071
F 2.92725 -0.43266 1.09299
F 1.85385 1.13255 -0.13670
S -1.40852 1.98766 -0.14466
H 1.71989 -2.11922 -0.43315
H -1.20009 2.15153 -1.54056
H 1.00432 -0.85273 -1.71839
H -2.21854 -1.19518 1.16689
H -2.68211 0.46918 1.54565
*
```

Orbital gap = 8.9 eV
E_LUMO = 0.7 eV

<2>
Density functional theory data (ωB97M-V/def2-TZVPD) for the molecule C3H5F2NS.

ORCA input file:
```
! RIJCOSX wB97M-V def2-TZVPD def2/J DEFGRID3
* xyz 0 1
C 1.43544 0.36472 -0.06929
N 0.15958 1.04903 -0.25471
C -0.99568 0.42754 0.00220
S -2.39575 1.27104 -0.04095
C -1.05459 -1.13045 0.16614
F -0.58771 -1.71754 -0.96171
F -0.08811 -1.50831 1.07519
H 2.21605 1.16400 0.24205
H 1.55368 -0.40040 0.57952
H 1.62233 -0.03895 -1.08620
H 0.13023 2.07031 -0.14114
H -1.99547 -1.55099 0.48890
*
```

Orbital gap = 9.1 eV
E_LUMO = 0.2 eV

Pick <2>: it beats the second-best structure by 0.0819 hartree.

<1>
Density functional theory data (ωB97M-V/def2-TZVPD) for the ion CH5N4S with charge +1.

ORCA input file:
```
! RIJCOSX wB97M-V def2-TZVPD def2/J DEFGRID3
* xyz 1 1
N -3.59434 -0.02209 -0.08721
N -2.56304 0.58095 0.01749
S -0.73892 -0.52174 0.10105
C 0.87317 -0.36205 0.14057
N 1.91987 0.39342 -0.03959
N 3.26036 0.07116 -0.11235
H -3.64777 -0.96742 -0.65946
H -4.41606 0.26601 0.33382
H 1.70867 1.34234 0.15547
H 3.30992 -0.88026 -0.50564
H 3.88813 0.09968 0.65584
*
```

Orbital gap (spin up / spin down) = 8.0 / 8.0 eV
E_LUMO (spin up / spin down) = -5.4 / -5.4 eV

<2>
Density functional theory data (ωB97M-V/def2-TZVPD) for a cluster of 2 separate species, CH5N4S in total.

ORCA input file:
```
! RIJCOSX wB97M-V def2-TZVPD def2/J DEFGRID3
* xyz 1 1
C -0.11348 0.16734 -0.82476
N -0.48040 -1.14442 -0.61742
N -1.46786 -1.18417 0.16948
N -1.97886 -0.10275 0.61838
N 1.63867 0.18427 0.18006
S -1.21728 1.28695 -0.03840
H 0.40433 0.57329 -1.65649
H -2.68239 -0.21144 1.28584
H 1.61719 0.57258 1.03546
H 2.21351 0.58560 -0.61747
H 2.06657 -0.72726 0.46534
*
```

Orbital gap = 9.6 eV
E_LUMO = -4.9 eV

Pick <2>: it beats the second-best structure by 0.0912 hartree.

<1>
Density functional theory data (ωB97M-V/def2-TZVPD) for a cluster of 2 separate species, C6H16O2 in total.

ORCA input file:
```
! RIJCOSX wB97M-V def2-TZVPD def2/J DEFGRID3
* xyz 0 1
C -0.36946 -0.13446 1.87020
O 0.12936 0.83963 0.99845
C 1.01727 0.70737 -0.28305
C 1.82816 1.97267 -0.08830
C 1.88295 -0.54497 -0.24962
C 0.17889 0.78917 -1.55659
H -0.10555 0.17081 2.89021
H 0.02468 -1.14231 1.71756
H -1.46776 -0.14449 1.81890
H 2.83366 1.77976 0.27661
H 1.79187 2.63945 -0.94596
H 1.27660 2.43017 0.77364
H 2.40803 -0.61664 0.70167
H 2.63108 -0.46494 -1.03800
H 1.29002 -1.44395 -0.40113
H -0.29414 -0.14732 -1.83395
H -0.56776 1.57468 -1.45859
H 0.83133 1.02128 -2.39747
C -2.89755 -1.65005 -0.11763
O -1.56842 -1.67425 -0.57099
H -3.32628 -0.64087 -0.14920
H -3.47694 -2.29709 -0.77494
H -2.98004 -2.02606 0.90937
H -1.07001 -0.99757 -0.09122
*
```

Orbital gap = 10.5 eV
E_LUMO = 0.9 eV

<2>
Density functional theory data (ωB97M-V/def2-TZVPD) for a cluster of 3 separate species, C6H16O2 in total.

ORCA input file:
```
! RIJCOSX wB97M-V def2-TZVPD def2/J DEFGRID3
* xyz 0 1
C -0.17194 0.51584 -2.42010
C -0.98086 0.27856 -1.27185
C -0.62535 0.52084 0.00352
C 0.76564 1.01747 0.30191
C -1.76070 0.50212 0.99871
C -1.40521 0.77634 2.56429
H 0.33617 -0.43570 -2.71266
H 0.44164 1.37052 -2.19058
H -0.80432 0.62917 -3.39822
H -2.04272 0.12444 -1.41700
H 0.86198 2.06920 0.19723
H 1.09093 0.55177 1.14362
H 1.47330 0.67445 -0.44164
H -2.57138 1.23713 0.55299
H -2.24591 -0.53598 0.90986
H -2.00456 1.69179 2.80602
H -1.73356 -0.18125 3.08794
H -0.32232 0.95969 2.63386
O 2.56484 -2.21429 -1.61850
H 2.73756 -2.56057 -0.74532
H 3.24297 -1.57576 -1.66646
O 1.34125 -1.82970 0.62318
H 0.47341 -2.34159 0.72722
H 1.33912 -1.24448 1.33200
*
```

Orbital gap = 8.9 eV
E_LUMO = 0.6 eV

Pick <1>: it beats the second-best structure by 0.0289 hartree.

<1>
Density functional theory data (ωB97M-V/def2-TZVPD) for a cluster of 2 separate species, C7H16O2 in total.

ORCA input file:
```
! RIJCOSX wB97M-V def2-TZVPD def2/J DEFGRID3
* xyz 0 1
C -1.06035 0.19162 0.40221
C -0.98904 0.72590 1.82117
C -1.17852 1.26806 -0.66145
C -2.13777 -0.86333 0.24865
C 0.57933 -1.15324 -0.28387
O 0.66380 -2.03115 0.77595
O 0.33168 -1.50749 -1.42308
H 0.38778 -2.89175 0.43145
H -1.01343 0.82464 -1.64453
H -2.10666 -1.31210 -0.74419
H -1.94298 1.18865 2.09363
H -0.79160 -0.08150 2.52702
H -0.22491 1.49781 1.93425
H -0.44221 2.06129 -0.51689
H -2.16671 1.73539 -0.62621
H -3.12366 -0.40462 0.37195
H -2.03937 -1.64817 0.99855
C 2.10753 -0.10407 -0.11295
C 2.40814 0.59244 -1.41656
H 1.81541 1.49884 -1.54032
H 2.76860 -0.94404 0.08594
H 2.12066 0.53574 0.77087
H 0.38421 0.03605 0.24510
H 3.46620 0.85692 -1.48343
H 2.18390 -0.07190 -2.25326
*
```

Orbital gap = 9.0 eV
E_LUMO = 0.8 eV

<2>
Density functional theory data (ωB97M-V/def2-TZVPD) for a cluster of 2 separate species, C7H16O2 in total.

ORCA input file:
```
! RIJCOSX wB97M-V def2-TZVPD def2/J DEFGRID3
* xyz 0 1
C 0.93267 1.36260 -1.39942
C 0.11742 2.08396 -0.34287
O 0.45540 2.17895 0.85818
O -1.14212 2.36824 -0.71259
H 2.00101 1.26905 -1.07668
H 0.60015 0.37149 -1.63347
H 1.02828 1.92371 -2.40498
H -1.57473 2.74627 -0.00128
C -1.89180 -0.25581 1.52684
C -1.39108 -1.19982 0.52208
C 0.11348 -1.39116 0.65308
C 0.64861 -2.22561 -0.49888
C 2.11400 -2.43960 -0.48185
H -1.97788 -0.77526 2.46754
H -1.08173 0.58187 1.49436
H -2.85492 0.18343 1.40380
H -1.59388 -0.82949 -0.47538
H -1.81713 -2.24702 0.50298
H 0.66685 -0.41956 0.70612
H 0.12070 -1.98121 1.59479
H 0.36278 -1.81035 -1.50247
H 0.17821 -3.26402 -0.41321
H 2.38790 -3.28568 0.25004
H 2.39668 -2.82940 -1.50920
H 2.79172 -1.61870 -0.44155
*
```

Orbital gap = 11.4 eV
E_LUMO = 0.8 eV

Pick <2>: it beats the second-best structure by 0.0911 hartree.

<1>
Density functional theory data (ωB97M-V/def2-TZVPD) for a cluster of 2 separate species, CH5NP2 in total.

ORCA input file:
```
! RIJCOSX wB97M-V def2-TZVPD def2/J DEFGRID3
* xyz 0 1
C -1.65788 -0.13060 0.78577
N 1.78979 -0.13283 -1.35899
P 1.76999 0.44710 0.07060
P 1.63719 -0.89818 -2.65200
H -2.33820 -0.41130 -0.02471
H -1.49317 -0.96708 1.41416
H -0.74752 0.20349 0.36001
H 3.11543 1.22688 -0.00237
H -2.07564 0.66251 1.40753
*
```

Orbital gap (spin up / spin down) = 6.5 / 6.5 eV
E_LUMO (spin up / spin down) = -0.9 / -0.9 eV

<2>
Density functional theory data (ωB97M-V/def2-TZVPD) for a structure of composition CH5NP2.

ORCA input file:
```
! RIJCOSX wB97M-V def2-TZVPD def2/J DEFGRID3
* xyz 0 1
C 1.68286 -0.61573 0.19998
N 0.27263 0.54966 2.03504
P 0.18984 0.67537 3.56538
P 0.14848 0.35687 0.43094
H 2.65752 -0.06548 0.36989
H 1.59879 -0.93180 -0.95227
H 1.65868 -1.64102 0.76158
H -2.45545 2.78907 0.79568
H -1.82258 2.38932 0.55078
*
```

Orbital gap (spin up / spin down) = 6.4 / 6.4 eV
E_LUMO (spin up / spin down) = -0.7 / -0.7 eV

Pick <1>: it beats the second-best structure by 0.0172 hartree.